Formula: C4H3FO5Yb
Source: the Open Molecules 2025 dataset
Level of theory: wB97M-V/def2-TZVPD

Geometry as XYZ:
```
14
Properties=species:S:1:pos:R:3:forces:R:3:mulliken_charge:R:1
C 0.18120 0.92046 -1.08325 0.023 0.050 0.955 0.38
C -0.22009 1.29199 0.34802 0.177 0.336 0.059 -0.48
F 1.33968 1.58616 -1.39982 0.038 -0.090 0.020 -0.31
H -0.58887 1.19934 -1.81277 0.180 -0.046 0.184 0.26
H 0.61599 1.09663 1.02991 -0.051 -0.139 -0.146 0.31
H -0.39195 2.37572 0.35019 -0.037 -0.221 0.101 0.33
O -1.42077 0.68026 0.76170 -0.330 0.429 -0.320 -0.30
C -1.45386 -0.59459 1.32888 -0.292 0.711 0.085 -0.02
O -2.56808 -0.93489 1.67886 0.503 -0.317 -0.042 -0.55
O 1.81974 -1.08803 0.28833 1.812 0.843 0.385 -0.62
Yb 0.33708 -2.15603 1.53212 0.265 -0.690 -0.510 1.18
O 0.85060 -2.54289 -1.04058 0.573 -0.341 -0.401 -0.68
O 0.30991 -0.45081 -1.21612 -0.104 -0.372 -2.538 -0.31
C 1.18942 -1.38333 -0.76548 -2.759 -0.153 2.168 0.82
```
Positions in Å, forces in eV/Å.

Its charge is 0. The calculation puts the total energy at -1788.9601 hartree. The value obtained for the HOMO-LUMO gap is 6.8 eV.

=====

Formula: C16H24N2OPPdSSe2
Source: the Open Molecules 2025 dataset
Level of theory: wB97M-V/def2-TZVPD

Geometry as XYZ:
```
48
Properties=species:S:1:pos:R:3:forces:R:3:mulliken_charge:R:1
Pd -1.52512 -0.74415 -1.63627 0.040 0.083 0.067 0.29
N -3.48906 -0.13973 -2.17262 0.055 -0.008 0.006 -0.50
C -4.41083 -1.23325 -1.78050 -0.027 0.014 0.017 -0.49
C -3.77520 -2.55977 -2.13273 0.001 -0.031 -0.011 -0.53
N -2.45283 -2.63547 -1.47707 0.089 -0.059 -0.074 -0.42
H -3.76365 0.72598 -1.72064 0.048 0.016 -0.001 0.28
H -3.52328 0.02370 -3.17475 -0.021 0.006 -0.001 0.24
H -5.38248 -1.13174 -2.26651 -0.001 0.000 0.007 0.41
H -4.54200 -1.16632 -0.70109 -0.003 -0.008 -0.012 0.27
H -3.62077 -2.63666 -3.21028 -0.010 0.002 0.001 0.32
H -4.42613 -3.38036 -1.82501 0.004 -0.003 -0.007 0.36
H -1.91385 -3.41596 -1.83466 -0.024 -0.016 0.011 0.25
H -2.55812 -2.74309 -0.46777 0.031 0.073 0.014 0.26
Se 0.68923 -1.50578 -1.01034 0.082 -0.061 0.005 -0.37
P 1.25013 0.59770 -0.83127 -0.201 -0.092 -0.136 0.91
Se -0.56518 1.47812 -1.66543 0.050 0.112 -0.041 -0.40
C 1.54737 1.07293 0.88099 -0.019 -0.031 -0.013 0.62
C 2.72112 0.62157 1.48765 0.002 0.000 0.015 -0.37
C 2.95631 0.90432 2.82149 -0.002 -0.002 0.007 -0.72
C 2.02865 1.64283 3.54856 0.001 -0.001 0.007 -0.41
C 0.86457 2.09270 2.94458 -0.002 0.005 -0.022 -0.69
C 0.61643 1.80442 1.60849 0.004 0.012 0.010 -0.32
C 2.74684 1.01586 -1.72527 -0.001 0.030 0.088 0.70
C 3.37943 2.22381 -1.42606 0.020 -0.005 -0.015 -0.45
C 4.50790 2.59660 -2.13439 0.018 0.002 -0.015 -0.67
C 5.00912 1.76441 -3.12844 0.003 0.024 0.011 -0.43
C 4.38097 0.56354 -3.42234 -0.030 -0.021 0.006 -0.65
C 3.24236 0.18643 -2.72541 -0.001 0.016 -0.043 -0.43
H 3.44899 0.05534 0.91790 -0.005 0.002 0.005 0.43
H 3.86552 0.55718 3.29356 0.000 0.001 0.000 0.43
H 2.22124 1.87267 4.58831 0.001 0.001 0.001 0.42
H 0.14921 2.67647 3.50883 -0.003 0.003 0.005 0.44
H -0.29449 2.14471 1.13286 0.006 0.011 -0.014 0.24
H 2.99584 2.86529 -0.64154 0.006 -0.002 -0.009 0.40
H 5.00096 3.53246 -1.90897 0.001 -0.001 0.001 0.40
H 5.89622 2.05572 -3.67503 0.000 -0.001 0.000 0.40
H 4.77600 -0.08165 -4.19526 -0.001 0.002 -0.001 0.40
H 2.74045 -0.74472 -2.95490 0.005 -0.007 0.009 0.32
C -0.73873 -1.23268 2.70702 -0.038 -0.062 -0.025 -0.81
S -2.24598 -0.46081 2.12583 0.014 0.041 0.004 0.55
C -3.27982 -0.90149 3.52135 0.004 0.003 -0.016 -1.10
O -2.73580 -1.28850 0.96920 -0.102 -0.051 0.159 -0.53
H -0.38774 -0.70800 3.59570 -0.012 0.007 -0.012 0.39
H -0.00533 -1.14161 1.90781 0.009 -0.003 0.006 0.01
H -0.93728 -2.28284 2.92053 0.010 -0.002 0.004 0.48
H -2.89421 -0.41491 4.41677 -0.002 -0.002 0.004 0.40
H -3.28262 -1.98474 3.63565 -0.001 0.000 -0.001 0.33
H -4.28437 -0.54053 3.31145 0.002 0.000 0.000 0.36
```
Positions in Å, forces in eV/Å.

Its charge is +1. The calculation puts the total energy at -6479.0162 hartree. As for the energy relative to the best compared isomer or geometry (same formula, charge and spin): 1.9 kJ/mol. The value obtained for the HOMO-LUMO gap is 8.1 eV.

=====

Formula: C3H9NO2
Source: the Open Molecules 2025 dataset
Level of theory: wB97M-V/def2-TZVPD

Geometry as XYZ:
```
15
Properties=species:S:1:pos:R:3:forces:R:3:mulliken_charge:R:1
C 0.94569 0.54150 2.25651 0.647 0.359 -0.270 -0.87
C 0.93327 0.32208 0.76507 -0.098 0.347 0.052 0.67
O 1.54207 -0.54984 0.20908 0.043 -0.416 -0.112 -0.54
O 0.12517 1.18400 0.11433 -0.194 -0.008 0.509 -0.49
H 0.02270 0.10492 2.63261 0.048 0.022 0.265 0.22
H 1.83658 0.09401 2.69031 -0.211 -0.338 0.049 0.29
H 0.98449 1.60283 2.49723 -0.331 0.031 -0.086 0.32
H -0.54012 0.68597 -0.43021 -0.064 0.167 -0.277 0.44
C -1.14349 -1.19657 -1.91914 -0.471 0.471 -0.118 -0.70
N -1.91584 -0.22156 -1.09943 0.054 -0.693 -0.028 -0.64
H -0.85036 -0.69308 -2.83891 0.183 -0.085 0.022 0.29
H -0.25323 -1.48937 -1.36817 0.029 -0.047 -0.079 0.24
H -1.73827 -2.07033 -2.18626 0.080 -0.118 -0.006 0.32
H -2.67745 0.17749 -1.63677 0.188 0.127 -0.162 0.23
H -2.39155 -0.75990 -0.38221 0.097 0.179 0.243 0.21
```
Positions in Å, forces in eV/Å.

Its charge is 0. The calculation puts the total energy at -324.9483 hartree. As for the energy relative to the best compared isomer or geometry (same formula, charge and spin): 63.8 kJ/mol. The value obtained for the HOMO-LUMO gap is 10.8 eV.